Version i
Below is a molecular structure, C8H11NO, with properties calculated with ωB97M-V/def2-TZVPD.

The geometry in XYZ format:
```
21
Properties=species:S:1:pos:R:3
C -1.7353 1.5515 0.0171
C -0.1945 1.4143 0.0212
C 0.3900 0.0228 0.2423
C 0.2276 -0.7133 1.3506
C 0.6061 -2.0494 1.3227
C 1.2045 -2.6752 0.2494
C 1.4040 -1.7803 -1.0217
C 0.8997 -0.5362 -0.9138
H -2.1225 3.5112 0.9066
H -2.0423 3.5230 -0.6167
H -2.1022 1.1448 -0.6615
H -2.0590 0.9471 0.9147
H 0.1893 2.0247 -0.8503
H 0.4198 2.0377 1.1141
H -0.4633 -0.2233 1.9422
H 0.4009 -2.8704 2.2273
H 1.6100 -3.5513 -0.0583
H 2.6568 -2.1461 -2.0959
H 1.0582 -0.0809 -2.0079
N -2.2625 2.8708 0.0579
O 1.9148 -2.4214 -2.1400
```

Properties
HOMO level = -8.9 eV
Kohn-Sham gap = 9.6894 eV
net charge = 0

***

Version ii
Below is a molecular structure, C8H11NO, with properties calculated with ωB97M-V/def2-TZVPD.

The geometry in XYZ format:
```
21
Properties=species:S:1:pos:R:3
C 1.1588 0.6943 -0.9495
C 1.9984 1.5337 -0.2132
C 2.9685 0.8817 0.5256
C 3.3018 -0.4927 0.3647
C 2.4242 -1.3519 -0.4090
C 1.3120 -0.7159 -1.0115
C -2.5940 0.1207 -0.2259
C -4.0160 -0.0318 0.3565
H 0.2597 1.2308 -1.3650
H 1.9509 2.5933 -0.3186
H 3.7274 1.4397 1.0923
H 4.1566 -1.0230 0.9620
H 2.6818 -2.4254 -0.5540
H 0.5500 -1.2606 -1.5843
H -0.7015 -0.2718 0.7357
H -2.1126 -0.8652 1.7979
H -4.7013 0.8328 0.0875
H -3.8704 -0.3164 1.4174
H -4.5214 -0.8104 -0.1490
N -1.7120 -0.0471 0.8366
O -2.2610 0.2853 -1.3962
```

Properties
HOMO level = -9.2 eV
Kohn-Sham gap = 9.6659 eV
net charge = 0

***

Version iii
Below is 2 unconnected molecules or ions with the total composition C8H11NO, with properties calculated with ωB97M-V/def2-TZVPD.

The geometry in XYZ format:
```
21
Properties=species:S:1:pos:R:3
C -0.2594 -2.0555 2.6980
C 0.7593 -2.9314 2.3211
C 0.5880 -3.7668 1.2167
C -0.6020 -3.7263 0.4891
C -1.6207 -2.8504 0.8660
C -1.4494 -2.0149 1.9705
H -0.1246 -1.3981 3.5671
H 1.6957 -2.9633 2.8936
H 1.3896 -4.4561 0.9201
H -0.7368 -4.3837 -0.3799
H -2.5571 -2.8185 0.2935
H -2.2510 -1.3257 2.2670
C -0.2738 4.4703 -1.7798
C 0.9849 4.0983 -2.5324
N 1.4364 2.8297 -2.2984
O 1.5630 4.8620 -3.2930
H -0.5552 5.5060 -2.0345
H -0.1143 4.4070 -0.6902
H -1.1078 3.8020 -2.0527
H 0.9507 2.1932 -1.6616
H 2.2848 2.5222 -2.7804
```

Properties
HOMO level = -9.6 eV
Kohn-Sham gap = 10.2315 eV
net charge = 0
SMILES = c1ccccc1.CC(N)=O

***

Version iv
Below is a single C8H11NO molecule, with properties calculated with ωB97M-V/def2-TZVPD.

The geometry in XYZ format:
```
21
Properties=species:S:1:pos:R:3
C 0.4183 2.5139 0.0967
C 0.0287 1.2488 -0.2010
C 1.0863 0.3217 -0.5066
N 2.4013 0.4286 -0.2178
O 3.0651 -0.7546 0.0934
C 0.2705 -0.9982 -0.7034
C -0.0659 -1.3930 0.6977
C -1.3088 -0.3505 0.9667
C -1.2945 0.5795 -0.1812
C -1.1841 -0.4875 -1.1777
H 1.2872 2.8914 0.5032
H -0.2734 3.3327 0.3988
H 4.0159 -0.3608 0.2345
H 0.4205 -1.9096 -1.5493
H -0.5633 -2.4520 0.7849
H 0.6119 -1.1623 1.6397
H -2.2550 -1.0059 0.8974
H -1.4331 -0.0410 1.9978
H -2.3533 1.0738 -0.2176
H -1.0222 -0.2204 -2.2574
H -1.8521 -1.2545 -1.2988
```

Properties
HOMO level = -8.3 eV
Kohn-Sham gap = 8.6233 eV
net charge = 0
SMILES = C=C1/C(=N/O)[C@H]2CC[C@@H]1C2

***

Stability order, top to bottom: version iii, version ii, version iv, version i

***

Version i
Below is a single C8H11NO molecule, with properties calculated with ωB97M-V/def2-TZVPD.

The geometry in XYZ format:
```
21
Properties=species:S:1:pos:R:3
C 1.3788 0.7009 2.4394
C 1.2041 0.0529 1.0884
C 0.9754 -1.4154 0.9307
C -0.1579 -0.4491 0.6124
C -1.3739 -0.3866 1.5196
C -0.4446 -0.2391 -0.7860
C -0.6973 -0.0607 -1.9600
C -0.9712 0.0919 -3.3751
N -0.3189 1.0593 -4.0310
O -2.1952 0.2287 -3.7309
H 0.9126 0.1159 3.2425
H 2.4495 0.7896 2.6725
H 0.9450 1.7111 2.4519
H 1.7993 0.5134 0.2963
H 1.4516 -1.9379 0.1013
H 0.8422 -2.0106 1.8362
H -1.1301 -0.7333 2.5304
H -1.7568 0.6411 1.5899
H -2.1740 -1.0300 1.1289
H 0.6912 1.0003 -3.9799
H -1.4297 1.3575 -4.5776
```

Properties
HOMO level = -9.2 eV
Kohn-Sham gap = 9.4526 eV
net charge = 0
SMILES = C[C@H]1C[C@]1(C)C#CC(N)=O

***

Version ii
Below is 2 unconnected molecules or ions with the total composition C8H11NO, with properties calculated with ωB97M-V/def2-TZVPD.

The geometry in XYZ format:
```
21
Properties=species:S:1:pos:R:3
C -3.4677 -0.9246 1.4623
C -2.6441 -0.0531 2.0391
C -1.2897 -0.3427 2.3164
C -0.9652 -1.7654 2.2334
C -1.8922 -2.7092 1.8066
C -3.1930 -2.1240 1.1788
H -4.5584 -0.4937 1.2276
H -2.8923 1.1442 1.9598
H -0.4975 0.3280 2.3087
H -0.0544 -2.1950 2.5465
H -1.5215 -3.7987 1.9845
H -3.8028 -2.6207 0.5082
C 4.0100 2.0550 -2.8018
C 2.9956 1.3177 -1.9142
N 1.5911 1.3576 -2.3041
O 3.1918 0.8733 -0.7600
H 3.9115 3.2675 -2.7457
H 3.9667 1.6829 -3.8726
H 4.9379 1.8537 -2.3901
H 0.7439 1.3621 -1.6301
H 1.4303 1.7853 -3.1533
```

Properties
HOMO level = -8.9 eV
Kohn-Sham gap = 9.6158 eV
net charge = 0
SMILES = c1ccccc1.CC(N)=O

***

Stability order, top to bottom: version ii, version i

***

Version i
Below is a single C3H6S2 molecule, with properties calculated with ωB97M-V/def2-TZVPD.

The geometry in XYZ format:
```
11
Properties=species:S:1:pos:R:3
C -0.0759 1.7547 1.1168
S -0.2027 -0.0207 1.0702
C -0.0073 -0.3759 -0.6969
C 0.1182 -1.8747 -0.7943
S -0.0154 0.6330 -1.9287
H 0.9630 2.0995 1.1572
H -0.7122 2.3459 0.4728
H -0.4782 1.9769 2.0781
H -0.8984 -2.2661 -0.5653
H 0.4309 -2.1149 -1.8036
H 0.8781 -2.1577 -0.1063
```

Properties
HOMO level = -8.7 eV
Kohn-Sham gap = 8.7817 eV
net charge = 0
SMILES = CSC(C)=S

***

Version ii
Below is 2 unconnected molecules or ions with the total composition C3H6S2, with properties calculated with ωB97M-V/def2-TZVPD.

The geometry in XYZ format:
```
11
Properties=species:S:1:pos:R:3
C -1.3556 -0.2730 -0.5241
C -0.2055 -0.4668 0.7070
C 1.0413 0.0557 0.2682
H -2.4566 -0.0249 -0.0560
H -0.9354 0.6481 -1.2043
H -1.6903 -1.6561 -1.0918
H -0.3320 0.1537 1.5665
H -0.0390 -1.5277 1.0777
H 2.3397 2.0204 -0.6042
S 1.1251 1.8702 0.0208
S 2.5083 -0.7995 -0.1599
```

Properties
HOMO level = -8.6 eV
Kohn-Sham gap = 8.0809 eV
net charge = 0

***

Stability order, top to bottom: version i, version ii

***

Version i
Below is a single C11H13NO molecule, with properties calculated with ωB97M-V/def2-TZVPD.

The geometry in XYZ format:
```
26
Properties=species:S:1:pos:R:3
C 3.5932 1.7318 -2.3764
C 2.4801 1.5125 -1.2909
O 2.8656 1.9138 -0.2126
N 1.3956 0.7768 -1.8473
C 0.3886 0.0415 -1.0417
C -0.8140 -0.5752 -1.7243
C -1.9487 -1.0750 -0.9537
C -1.8724 -0.7192 0.4398
C -0.6419 -0.2562 1.0686
C 0.3243 0.2199 0.3270
C -0.8460 -0.1195 2.5702
C -1.6363 -1.2728 2.7185
C -2.7278 -1.1894 1.5462
H 4.5939 2.2736 -2.1043
H 3.1057 2.4758 -3.2996
H 3.6759 0.6278 -2.9005
H 1.6883 0.1203 -2.7326
H -0.6123 -0.5060 -2.8107
H -2.9147 -1.2668 -1.3560
H 1.2279 0.6378 0.6595
H 0.0087 0.1821 3.2287
H -1.4807 0.7572 2.7484
H -1.1286 -2.3813 2.2646
H -1.9350 -1.2673 3.9541
H -3.5437 -0.6076 1.7778
H -3.2454 -2.0346 1.3470
```

Properties
HOMO level = -8.1 eV
Kohn-Sham gap = 8.7986 eV
net charge = 0
SMILES = CC(=O)Nc1ccc2c(c1)CCC2

***

Version ii
Below is a single C11H13NO molecule, with properties calculated with ωB97M-V/def2-TZVPD.

The geometry in XYZ format:
```
26
Properties=species:S:1:pos:R:3
N 2.8942 -0.5264 1.3689
C 1.6352 -0.4423 0.7220
C 1.5335 -1.6014 -0.2483
C 0.4135 -1.0767 -1.1890
C -0.7940 -0.4447 -0.6537
C -1.9441 -1.1518 -0.2515
C -3.0099 -0.7309 0.4372
C -3.1167 0.7401 0.7631
C -1.9829 1.6583 0.2976
C -0.9304 0.9698 -0.3399
C 0.3530 1.7332 -0.7380
C 1.5801 1.0004 0.0171
O 2.6297 1.6856 -0.2528
H 2.5380 -0.2040 2.3110
H 3.4638 0.2486 0.6712
H 0.9124 -0.2669 1.5913
H 1.1873 -2.4002 0.2895
H 2.3688 -1.7562 -0.8411
H 0.9384 -0.2969 -1.9181
H 0.1568 -1.9428 -1.8800
H -2.0620 -2.1727 -0.3982
H -3.8739 -1.4048 0.8743
H -4.0133 1.1297 1.3374
H -2.0622 2.7449 0.6337
H 0.3836 3.0089 -0.8312
H 0.8010 1.4989 -1.7724
```

Properties
HOMO level = -8.7 eV
Kohn-Sham gap = 9.1998 eV
net charge = 0
SMILES = N[C@@H]1CCc2ccccc2CC1=O

***

Stability order, top to bottom: version i, version ii

***

Version i
Below is a gas-phase ion, C6H11ClN (charge +1), with properties calculated with ωB97M-V/def2-TZVPD.

The geometry in XYZ format:
```
19
Properties=species:S:1:pos:R:3
C 2.4872 0.2821 -0.6453
C -1.3467 0.4504 -0.0896
C -0.5181 0.7330 1.1669
C -1.5994 -1.0163 -0.6111
C 0.9140 1.1059 1.0458
C -0.4374 -1.7155 -0.9259
N 1.4695 0.0841 0.1294
Cl -0.3514 -3.0371 -1.8222
H 2.8661 -0.4947 -1.2092
H 3.0278 1.1516 -0.8684
H -2.3805 0.7655 -0.0810
H -0.8411 0.7702 -1.0001
H -0.9542 1.5765 1.5700
H -0.6883 -0.0115 2.0211
H -2.1509 -1.5986 0.1801
H -2.4604 -0.8128 -1.3004
H 1.1746 2.1163 0.8237
H 1.2862 0.9566 2.1238
H 0.5032 -1.3058 -0.5075
```

Properties
HOMO level = -13.9 eV
Kohn-Sham gap = 7.4738 eV
net charge = +1

***

Version ii
Below is 2 unconnected molecules or ions with the total composition C6H11ClN, with properties calculated with ωB97M-V/def2-TZVPD.

The geometry in XYZ format:
```
19
Properties=species:S:1:pos:R:3
C -2.5867 0.2782 -1.0944
C -2.8537 1.0627 -0.2077
C 1.1443 -1.7810 0.4305
C -0.0130 -0.0140 -1.6911
C 0.2919 -0.5170 0.8663
C 0.0340 0.3819 -0.2378
N -0.0884 1.6256 0.0254
Cl -2.9705 2.5422 0.5523
H 2.0667 -1.4870 -0.1457
H 0.5696 -2.5280 -0.1495
H 1.4924 -2.3003 1.2867
H -0.6946 0.7459 -2.1900
H -0.3832 -1.0033 -1.6718
H 0.9980 -0.0724 -2.0804
H -0.6687 -0.9718 1.2325
H 0.8352 0.0615 1.6530
H -2.6783 -0.3320 -1.9413
H -0.5892 2.3432 -0.5698
H 0.1888 1.9983 0.9734
```

Properties
HOMO level = -14.2 eV
Kohn-Sham gap = 9.9819 eV
net charge = +1

***

Stability order, top to bottom: version ii, version i